A | DFT (ωB97M-V/def2-TZVPD) results for a structure of composition C46H28N11OTi.

Positions of all 87 atoms, in Å:
Ti  0.9165  -1.1647  0.5384
C  4.9449  0.6934  -3.7333
C  4.4409  1.8889  -4.3533
C  3.4867  2.6699  -3.7961
C  2.9622  2.2730  -2.5285
C  1.7341  2.6157  -1.9434
N  1.6968  1.9357  -0.7008
C  2.5444  0.7975  -0.8058
N  2.3668  -0.3494  -0.2644
C  0.6663  2.0608  0.2903
C  0.0425  3.2639  0.8182
C  0.0953  4.6573  0.6817
C  -0.7787  5.4270  1.4641
C  -1.6205  4.8446  2.4134
C  -1.8459  3.4599  2.4244
C  -1.0660  2.7132  1.5646
C  -1.0071  1.2952  1.3829
N  -2.0559  0.4925  1.6882
C  -2.1334  -0.6447  1.0566
N  -1.2052  -1.0955  0.0645
C  -2.1169  -1.2972  -0.9853
N  -1.9673  -0.8771  -2.2376
C  -1.6263  0.3519  -2.6486
N  -0.4857  0.9623  -2.2795
C  -0.3811  2.1857  -2.8008
N  0.6422  3.0386  -2.5891
C  -1.5401  2.4477  -3.6884
C  -1.9278  3.4901  -4.5189
C  -3.0925  3.3228  -5.2730
C  -3.7234  2.0761  -5.3803
C  -3.2792  0.9610  -4.6063
C  -2.2759  1.1803  -3.6956
C  -3.4321  -1.7665  -0.4336
C  -4.6303  -2.2691  -1.0296
C  -5.7060  -2.4613  -0.1576
C  -5.6927  -1.9141  1.1527
C  -4.5671  -1.3061  1.6895
C  -3.4168  -1.3300  0.8752
N  0.1965  0.9408  0.8039
C  3.4757  1.1322  -1.8633
C  4.4637  0.3462  -2.4923
H  5.6833  0.0738  -4.3148
H  4.9032  2.0807  -5.3332
H  3.1257  3.5593  -4.3674
H  0.8148  5.1049  0.0048
H  -0.8122  6.5338  1.3079
H  -1.9736  5.4778  3.2303
H  -2.4481  2.9535  3.1604
H  -1.3340  4.4279  -4.5118
H  -3.5257  4.1637  -5.7516
H  -4.5808  1.9304  -6.0036
H  -3.7626  -0.0341  -4.6809
H  -4.6239  -2.6390  -2.0663
H  -6.6427  -2.9278  -0.4616
H  -6.6240  -1.9585  1.7053
H  -4.5342  -0.7929  2.6301
H  4.7902  -0.5682  -1.9636
C  3.5826  -4.2322  2.0273
C  2.4670  -3.5394  1.3039
N  1.9162  -2.3830  1.7302
N  2.1510  -1.9114  2.9827
C  1.1574  -1.1648  3.3982
O  0.1494  -0.8978  2.5931
C  0.9877  -0.8417  4.8075
C  -0.2088  -0.2750  5.2680
C  -0.4638  -0.2050  6.6609
C  0.4675  -0.6697  7.5716
C  1.7284  -1.0543  7.0951
C  1.9960  -1.0459  5.7321
C  2.0422  -3.8028  -0.0679
C  2.5288  -4.8387  -0.8784
C  2.2591  -4.7794  -2.2378
C  1.4131  -3.7916  -2.7641
C  0.8715  -2.8696  -1.8846
N  1.1649  -2.8715  -0.5609
H  3.7709  -3.6499  2.9727
H  3.4152  -5.2968  2.3137
H  4.4734  -4.1964  1.3797
H  -1.0194  0.0451  4.6107
H  -1.3812  0.2436  7.0093
H  0.2937  -0.6630  8.6291
H  2.5444  -1.3530  7.7798
H  2.9869  -1.2764  5.3009
H  3.0818  -5.6831  -0.4487
H  2.7013  -5.5751  -2.9161
H  1.1550  -3.7291  -3.8522
H  0.2107  -2.1264  -2.2430

Computed properties:
2S+1: 2
charge: 0
E_LUMO (spin up / spin down): -1.9 / -1.7 eV

B | DFT (ωB97M-V/def2-TZVPD) results for a structure of composition C46H28N11OTi.

Positions of all 87 atoms, in Å:
Ti  13.1566  12.8944  12.9144
C  7.0967  14.9242  11.2973
C  7.3584  15.9253  12.2522
C  8.4960  15.8213  13.0486
C  9.2769  14.6490  12.9603
C  10.4307  14.1853  13.7356
N  11.0005  13.1074  13.0564
C  10.1626  12.7670  11.9871
N  10.2140  11.6583  11.2153
C  11.2716  10.8412  11.3053
C  11.3220  9.5143  10.6307
C  10.4253  8.7322  9.8920
C  10.8076  7.4669  9.4566
C  12.0720  6.9785  9.7331
C  13.0172  7.7851  10.4100
C  12.6338  9.0455  10.8415
C  13.3550  10.0218  11.6463
N  14.6645  10.0004  11.8692
C  15.1710  10.7822  12.8249
N  14.4417  11.5066  13.7521
C  15.3191  11.9419  14.7493
N  14.9880  12.6227  15.8456
C  13.7693  13.1486  16.0145
N  12.7803  13.3290  15.0357
C  11.7441  14.0445  15.6361
N  10.6512  14.5446  15.0090
C  12.1195  14.3931  17.0035
C  11.4249  15.0494  18.0314
C  12.0255  15.1741  19.3158
C  13.3096  14.6716  19.5162
C  14.0133  14.0180  18.4917
C  13.3946  13.8187  17.2526
C  16.6668  11.5150  14.4371
C  17.9296  11.7730  15.0040
C  19.0488  11.1263  14.4862
C  18.9338  10.4014  13.2780
C  17.7321  10.2617  12.6311
C  16.5717  10.7644  13.2331
N  12.4983  11.0647  11.9211
C  9.0579  13.7095  11.9280
C  7.9965  13.8990  11.0603
H  6.1622  14.9731  10.7257
H  6.7298  16.7835  12.2933
H  8.7949  16.6231  13.7060
H  9.4783  9.1277  9.5792
H  10.1244  6.8783  8.8516
H  12.3000  5.9642  9.4029
H  13.9863  7.3408  10.6791
H  10.4359  15.4340  17.7841
H  11.4850  15.6639  20.1284
H  13.8515  14.8677  20.4297
H  15.0486  13.7660  18.6314
H  18.0389  12.3990  15.8491
H  20.0053  11.1663  14.9737
H  19.8344  9.9432  12.8927
H  17.6628  9.7935  11.6683
H  7.8568  13.2164  10.2201
C  12.4586  16.2807  10.0700
C  12.7396  14.8870  10.5073
N  13.1032  14.6538  11.7894
N  13.4210  15.7264  12.6186
C  14.5056  15.3963  13.3510
O  15.0090  14.1848  13.2580
C  14.9751  16.3456  14.3826
C  15.9176  15.9421  15.3644
C  16.1896  16.7291  16.4803
C  15.4990  17.9131  16.7095
C  14.5444  18.3002  15.8026
C  14.3052  17.5527  14.6403
C  12.7537  13.8219  9.5357
C  11.8469  13.7984  8.4377
C  12.0216  12.8313  7.4504
C  13.1456  11.9897  7.5203
C  13.9998  12.1435  8.6005
N  13.7360  12.8861  9.6885
H  12.7767  16.9549  10.8637
H  11.3941  16.4507  9.8206
H  13.0747  16.4691  9.1759
H  16.4187  14.9831  15.2673
H  16.9762  16.3738  17.1407
H  15.6542  18.5130  17.5950
H  13.9854  19.2046  15.9828
H  13.5832  17.9295  13.9535
H  11.0320  14.5607  8.3504
H  11.3666  12.7672  6.6105
H  13.3449  11.2458  6.7576
H  14.8831  11.5205  8.6714

Computed properties:
2S+1: 2
charge: 0
E_LUMO (spin up / spin down): -1.3 / -1.8 eV

B is favored, and the nearest alternative lies 475.6 kJ/mol above it.

A | DFT (ωB97M-V/def2-TZVPD) results for a structure of composition C25H22F12NO5Se2Te2W.

Positions of all 70 atoms, in Å:
W  -1.7355  -0.5830  -1.2930
C  -0.1982  -2.9651  5.9779
C  -0.0971  -2.2135  4.6829
C  0.9664  -1.3677  4.4128
C  1.0116  -0.6474  3.2339
C  0.0222  -0.7758  2.2683
N  0.0674  0.0231  1.0828
C  1.1937  0.8383  0.7089
C  1.5147  1.9185  1.5187
C  2.5894  2.7366  1.2134
C  3.3540  2.4965  0.0796
C  4.5446  3.3455  -0.2581
C  2.9945  1.4390  -0.7516
C  1.9174  0.6117  -0.4637
C  1.4687  -0.5108  -1.3901
O  0.1043  -0.4040  -1.6835
C  2.1630  -0.4815  -2.7824
F  3.4576  -0.7813  -2.6899
F  1.5824  -1.3508  -3.6185
F  2.0570  0.7275  -3.3573
C  1.7941  -1.9150  -0.7386
F  2.8564  -1.8253  0.0620
F  0.7603  -2.3519  -0.0068
F  2.0517  -2.8687  -1.6409
C  -0.9992  -1.7268  2.4589
C  -1.0573  -2.3733  3.6924
C  -2.0857  -2.1714  1.4544
O  -1.9022  -1.7645  0.1033
C  -2.0200  -3.7345  1.2493
F  -2.2647  -4.4688  2.3254
F  -0.8174  -4.0698  0.7968
F  -2.9246  -4.0821  0.3078
C  -3.5629  -1.7597  1.9186
F  -3.5726  -0.9009  2.9223
F  -4.2692  -2.8252  2.3210
F  -4.2527  -1.2187  0.8956
H  0.2407  -2.3968  6.7965
H  -1.2357  -3.1804  6.2288
H  0.3325  -3.9169  5.9128
H  1.7559  -1.2380  5.1422
H  1.8304  0.0335  3.0657
H  0.9139  2.1088  2.3984
H  2.8311  3.5686  1.8623
H  4.5691  4.2490  0.3481
H  5.4699  2.7957  -0.0784
H  4.5356  3.6359  -1.3087
H  3.5906  1.2767  -1.6379
H  -1.8838  -3.0353  3.9071
Se  -1.4083  -2.6893  -2.7863
Te  -3.8401  -2.5127  -2.3943
Te  -4.3521  -0.0286  -3.2959
Se  -3.4509  1.2070  -1.3020
C  -0.8247  3.8928  -0.7975
O  -0.5708  2.7136  -1.5470
C  -0.3517  2.9631  -2.9224
C  -1.3380  2.2015  -3.7897
O  -1.2811  0.7638  -3.6725
C  -0.8197  0.1758  -4.8934
H  0.0473  4.5523  -0.7878
H  -1.0457  3.5912  0.2248
H  -1.6842  4.4406  -1.1970
H  0.6783  2.7122  -3.1801
H  -0.4970  4.0258  -3.1406
H  -1.1523  2.4678  -4.8327
H  -2.3555  2.5153  -3.5511
H  0.2103  0.4699  -5.0952
H  -1.4623  0.4923  -5.7179
H  -0.8731  -0.9029  -4.7862
O  -2.1304  0.6495  1.2502
C  -1.1605  0.3994  0.5651

Computed properties:
charge: +1
E_LUMO: -5.0 eV

B | DFT (ωB97M-V/def2-TZVPD) results for a structure of composition C25H22F12NO5Se2Te2W.

Positions of all 70 atoms, in Å:
W  1.9968  -0.4071  -0.9994
C  -3.3703  4.9794  -2.7461
C  -2.6543  3.8523  -2.0552
C  -3.2593  3.1090  -1.0525
C  -2.5709  2.1095  -0.3928
C  -1.2587  1.7853  -0.7276
N  -0.5479  0.8017  0.0150
C  -1.1724  0.0175  1.0416
C  -1.6313  0.6612  2.1819
C  -2.2686  -0.0441  3.1878
C  -2.4493  -1.4158  3.0775
C  -3.1815  -2.2004  4.1300
C  -1.9328  -2.0624  1.9579
C  -1.2802  -1.3695  0.9464
C  -0.6274  -2.0762  -0.2357
O  0.6707  -1.5952  -0.4451
C  -0.4153  -3.6046  -0.0042
F  -1.5742  -4.2649  -0.0320
F  0.3842  -4.1196  -0.9420
F  0.1766  -3.8444  1.1755
C  -1.4981  -1.9256  -1.5396
F  -2.7881  -2.0620  -1.2335
F  -1.3187  -0.7396  -2.1136
F  -1.1908  -2.8506  -2.4573
C  -0.6799  2.4282  -1.8346
C  -1.3714  3.4870  -2.4263
C  0.6615  2.0896  -2.4938
O  1.2528  0.8739  -2.0799
C  0.4864  1.7718  -4.0301
F  -0.0543  2.7383  -4.7577
F  -0.2664  0.6859  -4.1677
F  1.7009  1.5014  -4.5511
C  1.7176  3.2633  -2.2959
F  1.4199  4.0245  -1.2534
F  1.7580  4.0568  -3.3715
F  2.9460  2.7682  -2.1124
H  -4.0548  5.4846  -2.0661
H  -2.6672  5.7170  -3.1309
H  -3.9558  4.6078  -3.5891
H  -4.2760  3.3327  -0.7532
H  -3.0620  1.5769  0.4062
H  -1.4920  1.7319  2.2632
H  -2.6316  0.4788  4.0641
H  -3.3185  -1.6138  5.0366
H  -4.1686  -2.4947  3.7694
H  -2.6430  -3.1121  4.3891
H  -2.0602  -3.1333  1.8992
H  -0.9000  4.0559  -3.2152
Se  2.1860  -1.9387  -3.0700
Te  4.0634  -0.3283  -3.2335
Te  5.4152  -0.8542  -0.9348
Se  3.7739  0.6373  0.3007
C  1.7229  0.3810  3.3868
O  1.6587  -0.5877  2.3504
C  2.1431  -1.8648  2.7273
C  3.3190  -2.2639  1.8655
O  2.9668  -2.3791  0.4769
C  3.2448  -3.6857  -0.0431
H  1.0769  0.1003  4.2232
H  1.3818  1.3269  2.9712
H  2.7493  0.5034  3.7474
H  1.3345  -2.5911  2.6471
H  2.4861  -1.8571  3.7671
H  3.7174  -3.2209  2.2075
H  4.1109  -1.5182  1.9674
H  2.6541  -4.4342  0.4857
H  4.3092  -3.9083  0.0650
H  2.9831  -3.6876  -1.0952
O  1.2809  2.0800  0.5758
C  0.8422  1.0365  0.1757

Computed properties:
charge: +1
E_LUMO: -5.0 eV

B is favored, and the nearest alternative lies 44.8 kJ/mol above it.

A | DFT (ωB97M-V/def2-TZVPD) results for the ion C3H7N4 with charge +1.

Positions of all 14 atoms, in Å:
C  2.1150  -0.0196  0.1306
N  1.0232  0.5697  0.4038
N  0.3645  1.5963  -0.2192
C  -0.9231  1.5680  -0.2362
N  -1.7466  0.6432  0.2831
C  -1.6171  -0.6643  0.3818
N  -0.6932  -1.2994  -0.4316
H  2.5866  0.3275  -0.7594
H  2.5794  -0.8599  0.5297
H  0.5171  -0.0231  1.0248
H  -1.3070  2.3904  -0.7173
H  -2.1423  -1.1500  1.1563
H  -0.4975  -2.3082  -0.3963
H  -0.2591  -0.7706  -1.1502

Computed properties:
charge: +1
E_LUMO: -5.3 eV

B | DFT (ωB97M-V/def2-TZVPD) results for the ion C3H7N4 with charge +1.

Positions of all 14 atoms, in Å:
C  -0.6219  -0.7647  -0.6113
C  -0.7343  0.7369  1.0745
C  1.5039  0.3875  0.4366
N  -1.2303  0.8197  -2.2889
N  -1.1365  -0.3374  -1.7497
N  0.0272  0.2468  0.2471
N  -1.4912  1.1583  1.8249
H  -0.9570  -1.7660  -0.3325
H  2.2205  0.6003  -0.3542
H  1.7922  0.9413  1.3532
H  1.9079  -0.5775  0.7528
H  -1.7295  -1.0461  -2.2414
H  -0.7695  1.6214  -1.7456
H  -1.9436  1.7989  2.4286

Computed properties:
charge: +1
E_LUMO (spin up / spin down): -4.2 / -4.2 eV

A is favored, and the nearest alternative lies 179.9 kJ/mol above it.